{
  "formula": "C34H30BHgO26S3",
  "method": "the ωB97M-V functional and the def2-TZVPD basis",
  "gap_ev": 1.0,
  "energy_ev": -126324.2974,
  "total_charge": -5,
  "homo_energy_ha": 0.10871,
  "species": ["Hg", "C", "C", "C", "O", "C", "C", "C", "O", "O", "O", "H", "H", "C", "C", "C", "O", "C", "C", "C", "O", "O", "O", "H", "H", "C", "C", "C", "O", "C", "C", "C", "O", "O", "O", "H", "H", "O", "C", "O", "B", "O", "C", "O", "O", "C", "O", "C", "O", "O", "C", "C", "C", "S", "O", "O", "C", "H", "H", "H", "H", "H", "H", "H", "H", "C", "C", "C", "S", "O", "O", "C", "H", "H", "H", "H", "H", "H", "H", "H", "C", "C", "C", "S", "O", "O", "C", "H", "H", "H", "H", "H", "H", "H", "H"],
  "xyz": [[-0.810, -0.385, 1.724], [-0.142, -9.845, 2.324], [0.286, -9.891, 0.969], [0.576, -8.449, 0.336], [0.873, -8.562, -0.872], [0.581, -7.310, 1.119], [0.299, -7.391, 2.456], [-0.103, -8.755, 3.093], [-0.710, -8.832, 4.306], [0.210, -6.220, 2.950], [0.660, -10.897, 0.338], [-0.578, -10.764, 2.687], [0.829, -6.390, 0.610], [-0.829, 3.998, 8.678], [-1.211, 2.801, 7.910], [-1.995, 1.664, 8.724], [-2.224, 0.612, 8.095], [-2.311, 1.875, 10.157], [-1.942, 2.990, 10.798], [-1.237, 4.082, 10.008], [-0.703, 5.131, 10.564], [-2.142, 2.938, 12.104], [-0.984, 2.596, 6.717], [-0.310, 4.823, 8.215], [-2.672, 1.006, 10.686], [-5.899, -5.245, -1.183], [-5.748, -5.006, 0.265], [-6.126, -6.202, 1.246], [-6.071, -6.010, 2.498], [-6.634, -7.396, 0.723], [-6.768, -7.594, -0.584], [-6.431, -6.442, -1.587], [-6.573, -6.719, -2.860], [-7.271, -8.721, -0.954], [-5.160, -4.045, 0.686], [-5.741, -4.379, -1.808], [-7.114, -8.157, 1.321], [10.490, 0.409, -4.057], [9.935, -0.317, -3.216], [9.175, 0.020, -2.189], [8.720, -1.217, -1.519], [9.286, -2.326, -2.278], [9.999, -1.913, -3.251], [10.487, -2.592, -4.102], [9.138, -1.192, -0.117], [8.124, -0.944, 0.695], [8.141, -0.668, 1.900], [6.844, -1.006, -0.117], [7.235, -1.341, -1.385], [5.707, -0.890, 0.410], [0.383, -2.047, -8.062], [1.719, -1.286, -7.906], [1.613, -0.272, -6.722], [0.124, -0.748, -5.752], [-0.949, 0.187, -6.067], [0.483, -1.027, -4.377], [-0.184, -2.288, -6.670], [0.708, -2.951, -8.578], [-0.385, -1.527, -8.633], [2.084, -0.863, -8.842], [2.407, -2.023, -7.492], [1.505, 0.750, -7.086], [2.437, -0.255, -6.009], [-1.187, -2.669, -6.479], [0.385, -3.082, -6.187], [-6.996, 6.357, -1.987], [-7.614, 5.018, -2.110], [-7.629, 4.226, -0.737], [-6.021, 4.813, 0.113], [-4.998, 3.798, -0.120], [-6.328, 5.322, 1.491], [-5.716, 6.206, -1.075], [-7.705, 7.030, -1.506], [-6.782, 6.894, -2.912], [-6.814, 4.511, -2.649], [-8.587, 4.941, -2.593], [-7.474, 3.148, -0.689], [-8.373, 4.503, 0.009], [-4.874, 5.833, -1.659], [-5.461, 7.047, -0.429], [5.606, 7.278, -0.048], [5.596, 6.641, 1.347], [4.174, 6.494, 1.903], [3.128, 6.304, 0.375], [2.241, 7.499, 0.385], [2.706, 4.935, 0.261], [4.474, 6.557, -0.846], [6.612, 7.027, -0.384], [5.415, 8.350, 0.006], [6.218, 7.337, 1.910], [6.148, 5.702, 1.362], [3.781, 7.348, 2.455], [4.030, 5.660, 2.590], [4.067, 6.832, -1.819], [4.875, 5.558, -1.013]]
}